Molecular formula: C5H8
Method: DFT, ωB97M-V/def2-TZVPD

The total charge is 0. Its multiplicity is 1. The orbital gap is 10.135 eV. Its relative energy (zero: lowest compared OMol25 entry of this formula, charge and spin) is 20.85 kcal/mol. Its SMILES is C=CC(=C)C.

Bonds (Å) are listed after each position.
CARTESIAN COORDINATES (ANGSTROEM)
1 C -2.0060 -0.0829 0.2230  C2 1.316, H6 1.066, H7 1.104
2 C -0.8695 -0.4345 -0.3390  C1 1.316, C3 1.468, H8 1.080
3 C 0.4751 0.1185 -0.1360  C2 1.468, C4 1.328, C5 1.500
4 C 0.6708 1.4296 -0.0507  C3 1.328, H9 1.093, H10 1.085
5 C 1.5323 -0.9020 0.1646  C3 1.500, H11 1.113, H12 1.123, H13 1.072
6 H -2.8892 -0.6611 0.0751  C1 1.066
7 H -2.0473 0.7825 0.9072  C1 1.104
8 H -0.8319 -1.3766 -0.8652  C2 1.080
9 H 1.7125 1.7553 0.0127  C4 1.093
10 H -0.0836 2.1943 -0.2023  C4 1.085
11 H 2.4875 -0.3451 0.2945  C5 1.113
12 H 1.2458 -1.3978 1.1304  C5 1.123
13 H 1.5898 -1.7230 -0.5230  C5 1.072